{
  "formula": "C34H69FN11O7P2",
  "method": "wB97M-V/def2-TZVPD",
  "e_lumo_ev": -2.47,
  "homo_energy_ev": -10.26,
  "total_energy_ev": -88380.75135,
  "total_charge": 1,
  "species": ["P", "P", "F", "O", "O", "O", "O", "O", "O", "O", "N", "N", "N", "N", "N", "N", "N", "N", "N", "N", "N", "C", "C", "C", "C", "C", "C", "C", "C", "C", "C", "C", "C", "C", "C", "C", "C", "C", "C", "C", "C", "C", "C", "C", "C", "C", "C", "C", "C", "C", "C", "C", "C", "C", "C", "H", "H", "H", "H", "H", "H", "H", "H", "H", "H", "H", "H", "H", "H", "H", "H", "H", "H", "H", "H", "H", "H", "H", "H", "H", "H", "H", "H", "H", "H", "H", "H", "H", "H", "H", "H", "H", "H", "H", "H", "H", "H", "H", "H", "H", "H", "H", "H", "H", "H", "H", "H", "H", "H", "H", "H", "H", "H", "H", "H", "H", "H", "H", "H", "H", "H", "H", "H", "H"],
  "positions_angstrom": [[1.24, 3.18, 2.30], [2.08, -3.33, 1.73], [4.69, -1.35, 3.79], [2.73, 4.58, -2.74], [-0.76, -4.18, 4.75], [0.87, 4.77, -6.61], [-3.93, -1.89, -2.29], [4.23, 1.66, 8.99], [3.00, 0.97, 3.93], [-4.44, -5.21, -7.52], [1.18, -0.54, 1.12], [-3.80, -2.82, -4.32], [-0.80, 6.12, -5.97], [1.21, 3.08, -3.43], [-2.10, -2.49, 5.34], [4.67, 1.89, 6.07], [1.51, 1.43, 2.11], [2.28, 0.58, 2.88], [2.57, -1.88, 2.67], [3.14, -3.64, 0.58], [-5.96, -6.71, -8.20], [5.27, 1.90, 4.71], [-4.24, -2.82, -3.04], [-1.60, 7.33, -5.95], [-1.64, 1.28, 0.34], [-2.39, -0.06, 0.03], [2.36, 3.80, -3.61], [3.12, 3.60, -4.88], [-3.88, -0.29, 0.43], [-2.76, -1.57, 6.24], [-6.56, -7.68, -9.09], [-4.05, -6.20, -9.66], [2.06, -0.71, 2.26], [-4.82, -5.99, -8.38], [0.78, 6.91, -7.68], [-2.46, 2.35, 1.11], [-1.65, -1.27, -0.75], [1.37, 3.72, 4.11], [4.21, 1.70, 3.51], [0.61, 2.12, -4.32], [3.47, -2.10, 3.83], [0.80, 0.86, 1.00], [5.32, -0.44, 8.11], [5.46, 1.15, 8.42], [2.63, -1.92, 5.19], [-0.89, -3.70, 7.10], [-5.10, -3.96, -2.58], [-1.23, -3.49, 5.65], [-3.97, 2.16, 1.54], [-4.06, -3.81, -5.35], [5.77, 2.00, 7.06], [-4.69, 0.84, 1.18], [0.30, 5.85, -6.72], [2.33, 4.22, 1.15], [-0.13, 1.56, -0.09], [-3.17, -5.56, -9.66], [4.07, 1.07, 6.23], [4.45, 1.84, 9.93], [5.96, -0.77, 7.22], [-1.48, -0.89, -1.82], [-2.29, -2.41, 4.35], [4.20, -0.60, 7.85], [3.51, -4.58, 0.79], [-4.55, -4.90, -2.67], [4.01, 4.23, -4.88], [-5.78, 0.61, 1.42], [-5.37, -3.82, -1.53], [5.88, 3.12, 7.30], [6.79, 1.62, 6.69], [3.78, -3.21, 3.80], [-6.02, -4.01, -3.17], [-4.68, -4.63, -5.00], [-1.24, 8.07, -6.66], [5.58, -1.09, 9.01], [4.75, 1.16, 2.66], [1.18, 2.00, -5.24], [3.97, 2.76, 3.12], [-2.35, -2.18, -0.75], [-1.06, 5.37, -5.35], [-5.99, -7.81, -10.01], [6.35, 1.25, 9.13], [2.05, -0.94, 5.26], [2.50, 3.87, -5.74], [0.74, -3.11, 1.24], [2.46, 3.89, 4.45], [-4.44, -1.26, 0.18], [1.66, 6.54, -8.21], [-2.01, 3.36, 1.42], [1.84, -2.76, 5.17], [2.18, 3.83, 0.07], [-0.40, 2.47, -4.57], [0.00, 2.69, -0.16], [3.26, -2.13, 6.14], [1.98, 5.31, 1.14], [-1.78, -3.95, 7.67], [0.74, 4.64, 4.34], [-6.41, -6.52, -7.32], [0.54, 1.16, -3.80], [-3.23, -2.02, -4.56], [3.44, 4.14, 1.40], [3.45, 2.56, -4.97], [0.95, 2.86, 4.75], [-4.67, -5.93, -10.52], [6.10, 1.12, 4.55], [-2.63, 7.06, -6.21], [0.76, 3.27, -2.55], [0.00, 7.12, -8.42], [1.05, 7.81, -7.14], [-4.55, -3.31, -6.19], [5.77, 2.93, 4.55], [-3.72, -7.24, -9.74], [-7.57, -7.34, -9.33], [-3.84, -1.68, 6.12], [-1.58, 7.74, -4.94], [1.95, -4.39, 2.71], [-2.50, -1.74, 7.28], [-0.41, -2.81, 7.51], [-4.56, 2.97, 2.07], [-0.18, -4.53, 7.18], [-3.10, -4.20, -5.69], [-0.65, -1.55, -0.26], [-2.48, -0.55, 5.96], [0.10, 1.11, -1.13], [-6.63, -8.64, -8.56]]
}